# C22H32F16O8S3

A cluster of 5 separate species, C22H32F16O8S3 in total (wB97M-V/def2-TZVPD, the Open Molecules 2025 dataset).

Last column: Löwdin charge in e.
CARTESIAN COORDINATES (ANGSTROEM)
C1 -0.12 2.08 -5.70  -0.231
C2 -0.15 2.26 -4.18  -0.221
C3 -1.24 1.30 -3.76  -0.253
S1 -2.67 1.79 -4.75  0.695
O1 -3.23 2.98 -4.13  -0.326
O2 -3.48 0.63 -5.03  -0.333
C4 -1.55 2.22 -6.21  -0.186
H1 0.36 1.15 -6.00  0.114
H2 0.60 2.76 -6.17  0.112
H3 -0.49 3.26 -3.90  0.114
H4 0.80 2.09 -3.66  0.113
H5 -1.50 1.34 -2.70  0.096
H6 -0.96 0.26 -3.93  0.105
H7 -1.83 3.25 -6.45  0.097
H8 -1.77 1.51 -7.00  0.096
C5 -4.24 -0.28 5.27  -0.213
C6 -5.69 0.10 5.54  -0.209
C7 -6.50 -1.08 4.95  -0.238
S2 -5.82 -1.34 3.32  0.678
O3 -6.36 -0.32 2.43  -0.326
O4 -5.85 -2.73 2.96  -0.316
C8 -4.15 -0.74 3.82  -0.227
H9 -3.98 -1.11 5.93  0.118
H10 -3.55 0.54 5.47  0.111
H11 -6.04 0.98 5.00  0.118
H12 -5.96 0.16 6.59  0.115
H13 -7.56 -0.88 4.85  0.109
H14 -6.28 -1.98 5.53  0.107
H15 -3.84 -0.03 3.06  0.084
H16 -3.53 -1.63 3.68  0.094
C9 -0.96 0.84 2.45  -0.249
C10 0.50 1.18 2.33  -0.206
C11 0.95 0.69 0.95  -0.182
S3 -0.10 -0.81 0.56  0.717
O5 0.72 -2.00 0.72  -0.338
O6 -0.86 -0.55 -0.65  -0.337
C12 -1.27 -0.57 1.96  -0.213
H17 -1.62 1.53 1.92  0.126
H18 -1.34 0.81 3.47  0.109
H19 1.03 0.62 3.10  0.112
H20 0.73 2.23 2.49  0.116
H21 1.98 0.34 0.98  0.093
H22 0.77 1.36 0.11  0.096
H23 -0.87 -1.14 2.80  0.107
H24 -2.27 -0.84 1.63  0.093
C13 0.85 -3.17 -3.03  0.013
C14 2.30 -2.62 -2.89  -0.420
C15 2.98 -2.97 -1.57  -0.273
F1 3.07 -4.33 -1.36  0.069
F2 4.27 -2.58 -1.43  0.094
F3 3.10 -3.04 -3.91  0.124
F4 2.17 -1.28 -3.09  0.096
O7 1.00 -4.60 -2.79  0.022
C16 0.86 -5.36 -3.91  -0.550
C17 1.09 -6.83 -3.61  -0.283
F5 0.69 -7.66 -4.58  0.113
F6 2.34 -7.18 -3.15  0.076
F7 -0.34 -5.22 -4.49  0.159
F8 1.75 -5.00 -4.89  0.123
H25 0.50 -2.97 -4.04  0.146
H26 0.19 -2.83 -2.24  0.137
H27 2.39 -2.67 -0.70  0.138
H28 0.57 -7.10 -2.68  0.172
C18 3.66 3.68 1.81  -0.048
C19 3.82 3.61 0.28  -0.430
C20 3.00 4.72 -0.42  -0.305
F9 2.69 4.42 -1.70  0.102
F10 1.84 5.02 0.21  0.082
F11 5.11 3.66 -0.08  0.142
F12 3.33 2.44 -0.22  0.110
O8 3.80 2.34 2.28  0.060
C21 4.39 2.37 3.52  -0.547
C22 4.39 1.00 4.20  -0.290
F13 3.19 0.63 4.67  0.111
F14 4.85 0.00 3.40  0.096
F15 5.67 2.82 3.47  0.145
F16 3.79 3.20 4.40  0.140
H29 2.73 4.17 2.12  0.136
H30 4.38 4.40 2.21  0.152
H31 3.63 5.62 -0.45  0.173
H32 5.15 1.04 5.00  0.174

**Energy above the lowest of the compared OMol25 structures with the same formula, charge and spin**: 0.0 kcal per mole
**HOMO-LUMO gap**: 0.37223 Eh
**Structure (SMILES)**: FC(F)C(F)(F)COC(F)(F)C(F)F.FC(F)C(F)(F)COC(F)(F)C(F)F.O=S1(=O)CCCC1.O=S1(=O)CCCC1.O=S1(=O)CCCC1
**E_HOMO**: -0.3706 hartree
**Molecular weight**: 824.659 Da
**Total energy**: -115696.1320 eV
**2S+1**: 1

# C2H3INO3

A cluster of 2 separate species, C2H3INO3 in total (wB97M-V/def2-TZVPD, the Open Molecules 2025 dataset).

Last column: Löwdin charge in e.
CARTESIAN COORDINATES (ANGSTROEM)
C1 -1.45 0.08 0.90  -0.045
C2 -0.13 0.99 -0.98  -0.186
N1 1.96 -0.08 -1.48  0.214
O1 -0.84 1.89 -1.19  0.326
O2 0.56 -0.03 -1.10  0.064
O3 -0.72 -0.55 1.59  -0.412
I1 -1.18 -1.54 3.61  0.673
H1 -2.51 0.26 1.18  0.109
H2 2.44 -0.07 -0.59  0.124
H3 1.86 -0.97 -1.95  0.133

**Energy above the lowest of the compared OMol25 structures with the same formula, charge and spin**: 43.8 kcal per mole
**Total charge**: +1
**HOMO-LUMO gap (alpha / beta)**: 0.24199 / 0.27817 Eh
**E_HOMO (alpha / beta)**: -0.4807 / -0.4900 hartree
**Molecular weight**: 215.954 Da
**Total energy**: -17841.5588 eV
**2S+1**: 1

# C9H16N2O2

A cluster of 2 separate species, C9H16N2O2 in total (wB97M-V/def2-TZVPD, the Open Molecules 2025 dataset).

Last column: Löwdin charge in e.
CARTESIAN COORDINATES (ANGSTROEM)
C1 -0.40 2.41 0.63  -0.107
C2 -1.31 1.13 0.88  -0.247
C3 -1.70 0.21 -0.36  -0.199
C4 -2.69 -0.74 0.34  -0.332
C5 -3.21 -1.80 -0.62  -0.168
C6 3.65 -1.38 0.25  -0.511
C7 2.28 -1.61 -0.17  0.007
C8 1.42 -0.59 -0.55  -0.116
C9 3.09 1.02 -0.37  -0.463
H1 0.52 2.07 0.01  0.021
H2 -1.04 3.31 0.28  0.084
H3 0.10 2.53 1.80  0.136
H4 -2.27 1.49 1.28  0.109
H5 -0.74 0.61 1.51  0.043
H6 -2.43 0.69 -1.02  0.111
H7 -1.01 -0.36 -1.03  0.072
H8 -3.57 -0.18 0.72  0.116
H9 -2.43 -1.48 1.13  0.116
H10 -2.48 -2.50 -1.25  0.108
H11 -3.87 -2.44 0.03  0.071
H12 -3.78 -1.27 -1.47  0.086
H13 4.72 0.30 0.86  0.195
H14 2.02 -2.72 -0.22  0.132
H15 0.35 -0.85 -0.82  0.102
H16 1.28 1.49 -1.26  0.209
N1 3.87 0.05 0.27  0.178
N2 1.72 0.69 -0.64  0.059
O1 4.44 -2.12 0.69  0.110
O2 3.46 2.04 -0.91  0.078

**Energy above the lowest of the compared OMol25 structures with the same formula, charge and spin**: 103.1 kcal per mole
**HOMO-LUMO gap**: 0.35747 Eh
**Structure (SMILES)**: O=c1cc[nH]c(=O)[nH]1.CCCCC
**E_HOMO**: -0.3374 hartree
**Molecular weight**: 184.239 Da
**Total energy**: -16664.8370 eV
**2S+1**: 1

# C8H7BrN2S

The molecule C8H7BrN2S (wB97M-V/def2-TZVPD, the Open Molecules 2025 dataset).

Last column: Löwdin charge in e.
CARTESIAN COORDINATES (ANGSTROEM)
C1 2.07 2.74 -0.01  -0.161
C2 3.19 0.88 0.08  -0.154
C3 1.18 1.75 -0.18  -0.539
C4 -0.38 -0.23 -0.22  -0.490
C5 1.03 -0.55 -0.10  -0.655
C6 -2.45 -1.39 0.79  -0.132
C7 -2.87 -0.85 -0.45  -0.151
C8 -1.41 -1.25 -0.33  -0.301
N1 3.30 2.18 0.08  0.042
N2 1.87 0.59 -0.08  -0.121
S1 -0.55 1.51 -0.23  1.066
Br1 1.77 -2.27 0.07  0.795
H1 2.09 3.87 0.10  0.127
H2 3.76 0.00 0.29  0.100
H3 -2.21 -0.88 1.78  0.146
H4 -2.78 -2.38 0.89  0.089
H5 -3.43 -1.61 -1.06  0.132
H6 -3.15 0.12 -0.77  0.090
H7 -1.04 -2.23 -0.65  0.117

**Energy above the lowest of the compared OMol25 structures with the same formula, charge and spin**: 12.6 kcal per mole
**HOMO-LUMO gap**: 0.30375 Eh
**Structure (SMILES)**: Brc1c(C2CC2)sc2cncn12
**E_HOMO**: -0.2856 hartree
**Molecular weight**: 243.129 Da
**Total energy**: -92264.9124 eV
**2S+1**: 1